No. 1
Molecular formula: C36H44Cl2N4OS2SeSiV
Method: DFT, ωB97M-V with the def2-TZVPD basis set

Last column: Löwdin charge in e.
CARTESIAN COORDINATES (ANGSTROEM)
1 V 0.04 0.03 -0.47  0.328
2 C -6.13 0.72 -1.77  -0.082
3 C -5.92 1.18 -0.32  -0.235
4 N -4.70 1.92 -0.11  -0.157
5 C -4.71 3.35 -0.18  -0.286
6 C -4.30 3.89 -1.56  -0.093
7 C -3.51 1.23 -0.06  -0.753
8 S -2.11 2.10 0.33  0.719
9 N -3.64 -0.07 -0.24  0.083
10 C -2.70 -1.01 -0.35  -0.358
11 O -1.45 -0.81 -0.52  -0.196
12 C -3.23 -2.38 -0.30  -0.111
13 C -4.61 -2.59 -0.15  -0.032
14 C -5.12 -3.87 -0.05  -0.108
15 C -4.28 -4.97 -0.10  -0.102
16 C -2.91 -4.77 -0.26  -0.073
17 C -2.39 -3.49 -0.36  -0.017
18 H -6.99 0.06 -1.84  0.063
19 H -5.25 0.18 -2.10  0.065
20 H -6.30 1.58 -2.43  0.052
21 H -5.86 0.28 0.30  0.095
22 H -6.76 1.80 0.02  0.108
23 H -3.99 3.74 0.55  0.059
24 H -5.72 3.70 0.09  0.106
25 H -3.28 3.56 -1.78  0.041
26 H -4.33 4.97 -1.58  0.063
27 H -4.96 3.50 -2.34  0.053
28 H -5.26 -1.74 -0.11  0.083
29 H -6.19 -4.00 0.08  0.090
30 H -4.68 -5.97 0.00  0.091
31 H -2.25 -5.62 -0.28  0.096
32 H -1.33 -3.34 -0.46  0.065
33 Cl -0.07 -0.15 1.89  0.799
34 C 1.53 -0.14 2.49  -0.649
35 C 1.75 0.03 3.84  -0.120
36 C 3.04 0.03 4.35  -0.119
37 C 4.11 -0.13 3.49  -0.141
38 C 3.88 -0.27 2.14  -0.695
39 Cl 5.24 -0.40 1.08  0.629
40 C 2.59 -0.30 1.58  -0.697
41 S 2.35 -0.55 -0.09  0.701
42 H 0.90 0.15 4.50  0.098
43 H 3.20 0.15 5.41  0.085
44 H 5.13 -0.15 3.86  0.089
45 C -0.96 2.18 -5.50  -0.097
46 C -1.55 1.32 -4.39  -0.201
47 C -1.07 -0.11 -4.42  -0.166
48 C -1.52 -0.93 -5.44  -0.070
49 C -1.14 -2.26 -5.51  -0.102
50 C -0.35 -2.78 -4.50  -0.054
51 C 0.13 -1.99 -3.47  -0.161
52 C 1.08 -2.59 -2.48  -0.222
53 C 2.53 -2.33 -2.90  -0.106
54 C -0.21 -0.63 -3.43  -0.166
55 N 0.28 0.20 -2.43  -0.045
56 C 0.97 1.27 -2.76  -0.084
57 C 1.28 2.16 -1.74  -0.329
58 C 1.89 3.43 -1.66  -0.067
59 C 1.85 3.79 -0.33  -0.114
60 C 1.23 2.74 0.36  -0.195
61 N 0.89 1.77 -0.48  -0.180
62 H -1.37 3.19 -5.46  0.065
63 H -1.18 1.76 -6.48  0.061
64 H 0.12 2.26 -5.41  0.057
65 H -2.64 1.32 -4.49  0.111
66 H -1.31 1.76 -3.42  0.100
67 H -2.18 -0.53 -6.20  0.103
68 H -1.46 -2.89 -6.33  0.088
69 H -0.06 -3.83 -4.52  0.108
70 H 0.91 -3.67 -2.42  0.103
71 H 0.92 -2.17 -1.48  0.032
72 H 2.74 -2.78 -3.87  0.071
73 H 3.20 -2.76 -2.16  0.048
74 H 2.72 -1.26 -2.95  0.056
75 H 1.32 1.42 -3.79  0.134
76 H 2.27 4.02 -2.49  0.080
77 H 2.22 4.70 0.12  0.073
78 H 1.03 2.67 1.42  0.100
79 C 2.99 -5.30 -0.43  -0.238
80 Si 1.90 -5.49 1.13  -0.056
81 C 3.06 -6.10 2.53  -0.263
82 C 0.77 -7.00 0.78  -0.262
83 Se 0.76 -3.72 1.74  0.130
84 H 3.66 -6.15 -0.57  0.006
85 H 3.61 -4.41 -0.35  0.010
86 H 2.38 -5.20 -1.32  -0.003
87 H 3.45 -7.09 2.33  -0.001
88 H 2.50 -6.14 3.46  0.001
89 H 3.89 -5.42 2.67  0.007
90 H 1.34 -7.92 0.74  -0.001
91 H 0.24 -6.89 -0.16  -0.002
92 H 0.03 -7.09 1.57  0.003

The spin multiplicity is 4. As for the relative energy (zero: lowest compared OMol25 entry of this formula, charge and spin): 0.6564 eV. The orbital gap (spin up / spin down) comes out at 4.9327 / 5.5359 eV. The charge is -2. The expectation value of S² is 3.7860.

***

No. 2
Molecular formula: C36H44CrN6O2SSe
Method: DFT, ωB97M-V with the def2-TZVPD basis set

Last column: Löwdin charge in e.
CARTESIAN COORDINATES (ANGSTROEM)
1 Cr -0.45 1.01 0.51  0.456
2 O -2.32 0.38 0.75  -0.213
3 C -2.84 -0.79 0.98  -0.357
4 C -4.25 -0.91 1.02  -0.016
5 C -4.88 -2.10 1.26  -0.090
6 C -4.14 -3.27 1.46  -0.109
7 C -2.77 -3.19 1.42  -0.058
8 C -2.09 -1.97 1.19  -0.094
9 C -0.64 -1.95 1.23  -0.265
10 N 0.15 -0.89 1.07  0.011
11 C 1.45 -1.32 1.22  -0.105
12 C 1.45 -2.65 1.47  -0.071
13 N 0.13 -3.03 1.47  0.110
14 H -4.83 0.00 0.86  0.119
15 H -5.96 -2.14 1.29  0.105
16 H -4.63 -4.22 1.64  0.098
17 H -2.20 -4.10 1.58  0.098
18 H 2.27 -0.64 1.11  0.100
19 H 2.25 -3.35 1.64  0.110
20 H -0.21 -3.96 1.67  0.140
21 C -1.64 5.53 -2.74  -0.068
22 C -1.03 4.15 -2.84  -0.259
23 N 0.24 4.04 -2.12  -0.111
24 C 1.45 4.29 -2.91  -0.199
25 C 2.00 3.00 -3.50  -0.073
26 C 0.32 3.64 -0.85  -0.703
27 S -1.12 3.31 0.06  0.702
28 N 1.56 3.61 -0.34  0.111
29 C 1.98 2.73 0.53  -0.429
30 O 1.44 1.62 0.82  -0.156
31 C 3.28 3.02 1.22  -0.127
32 C 4.03 4.14 0.88  -0.026
33 C 5.23 4.40 1.53  -0.082
34 C 5.68 3.55 2.52  -0.091
35 C 4.94 2.43 2.86  -0.080
36 C 3.74 2.17 2.21  -0.021
37 H -2.57 5.58 -3.31  0.074
38 H -0.96 6.29 -3.12  0.073
39 H -1.87 5.77 -1.70  0.067
40 H -0.83 3.88 -3.88  0.120
41 H -1.70 3.40 -2.43  0.049
42 H 2.18 4.77 -2.27  0.108
43 H 1.17 4.99 -3.70  0.117
44 H 2.31 2.33 -2.70  0.068
45 H 2.87 3.21 -4.13  0.076
46 H 1.25 2.49 -4.10  0.061
47 H 3.66 4.80 0.11  0.104
48 H 5.81 5.28 1.26  0.101
49 H 6.62 3.75 3.02  0.100
50 H 5.29 1.76 3.64  0.101
51 H 3.14 1.30 2.48  0.107
52 C -3.44 -0.50 -5.43  -0.092
53 C -4.17 0.73 -4.88  -0.236
54 C -3.38 1.51 -3.82  -0.188
55 C -3.48 1.00 -2.39  -0.138
56 N -3.11 -0.40 -2.25  0.000
57 C -1.85 -0.88 -2.19  -0.631
58 Se -0.29 0.12 -2.22  0.780
59 N -1.93 -2.23 -2.11  0.001
60 C -0.81 -3.16 -1.99  -0.153
61 C -0.57 -3.93 -3.28  -0.176
62 C -0.03 -3.07 -4.42  -0.258
63 C 1.43 -2.68 -4.24  -0.115
64 C -3.26 -2.62 -2.12  -0.154
65 C -3.86 -3.87 -2.05  -0.007
66 C -5.24 -3.91 -2.08  -0.080
67 C -6.00 -2.74 -2.20  -0.079
68 C -5.40 -1.49 -2.27  -0.010
69 C -4.01 -1.45 -2.22  -0.175
70 H -3.96 -0.91 -6.29  0.073
71 H -3.34 -1.30 -4.70  0.054
72 H -2.43 -0.22 -5.75  0.077
73 H -5.15 0.44 -4.49  0.097
74 H -4.37 1.40 -5.72  0.103
75 H -3.72 2.55 -3.81  0.113
76 H -2.33 1.53 -4.11  0.085
77 H -4.49 1.09 -2.00  0.129
78 H -2.83 1.58 -1.73  0.073
79 H -1.05 -3.83 -1.16  0.119
80 H 0.06 -2.57 -1.70  0.081
81 H -1.50 -4.41 -3.58  0.103
82 H 0.14 -4.74 -3.06  0.117
83 H -0.64 -2.17 -4.51  0.084
84 H -0.15 -3.62 -5.36  0.106
85 H 1.57 -2.08 -3.33  0.033
86 H 1.78 -2.08 -5.08  0.073
87 H 2.06 -3.57 -4.17  0.073
88 H -3.27 -4.77 -1.95  0.114
89 H -5.74 -4.86 -2.03  0.104
90 H -7.08 -2.81 -2.22  0.104
91 H -5.99 -0.59 -2.34  0.112

The spin multiplicity is 5. As for the relative energy (zero: lowest compared OMol25 entry of this formula, charge and spin): 0.0000 eV. The orbital gap (spin up / spin down) comes out at 7.0484 / 7.8899 eV. The expectation value of S² is 6.0137.

***

What is the relative energy (zero: lowest compared OMol25 entry of this formula, charge and spin) in the first record?
0.6564 eV

***

Look up the spin multiplicity of the first one.
4

***

spin multiplicity of number 2 (C36H44CrN6O2SSe)?
5